# 1
{"formula": "C22H38F12HgN4O10S4", "method": "the ωB97M-V functional and the def2-TZVPD basis", "symbols": ["Hg", "C", "F", "F", "F", "S", "O", "O", "N", "S", "O", "O", "C", "F", "F", "F", "C", "F", "F", "F", "S", "O", "O", "N", "S", "O", "O", "C", "F", "F", "F", "C", "C", "C", "C", "C", "C", "N", "O", "C", "C", "C", "H", "H", "H", "H", "H", "H", "H", "H", "H", "H", "H", "H", "H", "H", "H", "H", "H", "H", "H", "C", "C", "C", "C", "C", "C", "N", "O", "C", "C", "C", "H", "H", "H", "H", "H", "H", "H", "H", "H", "H", "H", "H", "H", "H", "H", "H", "H", "H", "H"], "coordinates": [[-0.5467, -0.5708, 0.2872], [3.3510, -2.3814, -0.3253], [3.8414, -1.1322, -0.4929], [4.0993, -3.2910, -0.9554], [3.3237, -2.5385, 1.0083], [1.5406, -2.3479, -1.0119], [1.1020, -0.9576, -1.2361], [1.4882, -3.2584, -2.1396], [0.4332, -2.5786, 0.3271], [0.4884, -4.1249, 0.4163], [-0.5909, -4.6458, -0.4235], [1.7495, -4.7880, 0.3197], [-0.1429, -4.3713, 2.2860], [-0.0868, -5.6673, 2.7032], [0.4500, -3.5003, 3.1918], [-1.4310, -4.1126, 2.2571], [-3.4921, 2.4432, 1.1756], [-4.0761, 1.6120, 0.4052], [-2.5144, 3.1013, 0.4749], [-4.3923, 3.1239, 1.8860], [-2.5320, 1.4302, 2.5328], [-1.2892, 2.1713, 2.7266], [-3.4658, 1.4144, 3.6501], [-2.1543, -0.0463, 1.7083], [-3.2513, -1.1556, 2.0528], [-4.6662, -0.6730, 2.0007], [-3.0921, -2.2354, 1.1120], [-2.9355, -1.8318, 3.8827], [-3.5063, -3.0460, 4.0162], [-1.6179, -2.0285, 3.9538], [-3.4037, -1.0036, 4.8012], [-0.3953, 1.8439, -2.1466], [-1.4300, 1.1384, -3.0437], [-0.6539, 0.7500, -4.3575], [-1.3537, -0.1951, -5.2695], [-1.5994, -1.4770, -4.4344], [-2.4592, -1.2552, -3.1337], [-1.8568, -0.1303, -2.3761], [-2.5716, 0.0516, -1.2697], [-3.9389, -0.9680, -3.5017], [-2.3481, -2.5754, -2.3223], [-2.6125, 2.1117, -3.4216], [-0.7377, 1.9381, -1.1161], [-0.1802, 2.8768, -2.4205], [0.5051, 1.2305, -2.1128], [-0.4951, 1.6510, -4.9499], [0.3058, 0.2421, -4.2618], [-0.7849, -0.3788, -6.1810], [-2.2862, 0.1652, -5.7041], [-0.6963, -2.0377, -4.1932], [-2.1815, -2.1094, -5.1047], [-4.6820, -0.8033, -2.7214], [-4.1585, -0.0036, -3.9597], [-4.3205, -1.7558, -4.1512], [-1.4996, -2.6492, -1.6420], [-3.1881, -2.6260, -1.6295], [-2.3497, -3.5053, -2.8909], [-2.3256, 3.1555, -3.5489], [-3.2556, 2.3118, -2.5646], [-3.2605, 1.6841, -4.1867], [-3.3190, 0.4611, -1.7117], [1.4368, -0.3865, 3.1979], [2.3290, 0.7680, 2.8063], [3.8373, 0.3335, 2.9682], [4.8664, 1.2846, 2.4716], [4.5630, 1.7620, 1.0574], [3.0687, 2.0944, 0.7344], [2.0946, 1.0864, 1.3359], [0.7718, 1.3797, 1.0783], [2.8734, 3.5552, 1.2044], [2.8872, 2.2030, -0.7682], [2.1079, 1.9708, 3.7982], [0.3798, -0.1468, 3.0825], [1.6286, -0.4510, 4.2690], [1.7446, -1.2576, 2.6195], [4.0716, 0.1028, 4.0075], [4.0648, -0.5802, 2.4191], [5.8837, 0.9332, 2.6441], [4.9734, 2.1627, 3.1086], [5.1861, 1.1664, 0.3902], [5.1970, 2.6386, 0.9244], [3.1413, 3.7482, 2.2432], [3.4493, 4.3228, 0.6876], [1.8231, 3.7727, 1.0102], [1.9438, 2.6685, -1.0535], [3.7745, 2.6899, -1.1726], [2.8903, 1.2939, -1.3695], [1.1419, 2.4082, 3.5458], [2.8020, 2.8111, 3.7849], [1.9141, 1.6495, 4.8217], [0.6032, 1.8647, 1.8894]], "forces_ev_per_a": [[-1.91, -0.33, -0.07], [0.36, 0.35, 0.47], [-0.10, -0.69, -0.60], [-1.17, 1.31, 0.99], [0.00, -0.59, -0.92], [-1.82, -0.14, -0.76], [1.46, 0.66, -0.46], [0.29, 1.52, 1.90], [3.94, 1.46, -1.99], [-4.94, -5.95, 1.65], [1.51, 0.50, 1.50], [0.89, 0.99, 0.10], [-0.20, -0.62, -0.07], [1.17, 1.66, -0.47], [-0.29, -1.50, -1.32], [-0.25, 0.66, -0.08], [1.92, -0.89, 2.26], [-1.11, -0.63, -1.53], [-1.75, 0.28, 0.82], [1.12, 0.67, -1.36], [-0.65, 2.01, 0.28], [-0.03, -1.06, -0.37], [1.80, -1.02, -1.71], [0.32, 2.32, 1.86], [-6.44, -2.04, -1.08], [3.67, -0.07, 1.14], [1.71, 0.09, 0.68], [-0.54, -0.82, -1.08], [0.12, 1.39, -0.32], [-0.01, 0.72, 0.56], [0.62, -0.61, -0.50], [-0.43, -0.37, 0.56], [0.38, 0.09, -1.21], [-0.36, 0.89, -0.60], [-0.91, -1.20, 0.48], [-1.29, 0.37, -0.87], [0.82, -0.25, -1.34], [4.01, -1.65, -2.67], [-1.85, 1.41, 1.75], [-0.49, 0.50, -0.17], [-0.81, 0.55, 0.96], [0.09, -0.54, 1.21], [-0.39, -0.08, 0.23], [0.10, -0.15, -0.49], [0.09, 0.19, -0.21], [0.30, 0.45, 0.43], [0.27, 0.45, 1.04], [0.46, -0.28, 0.25], [-0.37, 0.19, 0.45], [0.20, 0.32, 0.10], [-0.10, -0.50, 0.31], [0.32, -1.03, 0.93], [0.82, -0.09, -0.95], [-0.01, 0.06, 0.07], [0.39, 0.32, -0.37], [-0.19, -0.13, -0.03], [-0.04, 0.33, -0.41], [0.55, -0.26, -0.95], [-0.31, -0.59, 0.49], [0.36, 0.52, -0.25], [-1.58, 0.45, 1.45], [0.13, 0.53, 0.11], [2.15, -0.53, 0.53], [-0.02, -0.84, -0.30], [0.03, 1.92, 0.60], [1.54, -0.44, 0.28], [2.38, -0.42, -1.76], [0.98, 3.04, 2.01], [2.41, -0.24, -0.82], [-1.44, 0.26, 1.23], [-0.10, -0.81, -1.19], [-1.42, 0.58, -1.07], [-0.07, -0.15, -0.03], [-0.16, -0.82, -0.10], [-0.30, -0.26, 0.39], [-0.60, 0.00, 0.16], [-0.66, -0.37, -0.01], [-0.06, -0.73, -0.75], [-0.72, 0.35, 0.30], [-1.25, -0.98, -0.69], [-0.77, 0.82, 0.03], [-0.30, -0.30, -0.09], [0.20, -0.78, -0.74], [-0.11, 0.44, 0.35], [0.28, 0.51, 0.14], [-0.33, 0.64, 0.14], [-0.03, -0.66, 0.65], [-0.32, 0.36, 0.01], [0.25, -0.68, 0.00], [0.50, -0.53, -0.17], [-1.97, 0.49, 1.07]], "mulliken_spin": [0.008, 0.006, -0.001, 0.000, 0.000, -0.005, -0.003, 0.000, -0.006, 0.001, 0.000, 0.000, 0.000, 0.000, 0.000, 0.000, 0.000, 0.000, 0.000, 0.000, -0.001, 0.000, 0.001, 0.002, 0.000, 0.000, 0.000, 0.000, 0.000, 0.000, 0.000, -0.001, 0.000, 0.000, 0.000, 0.000, 0.000, -0.001, 0.000, 0.000, 0.000, 0.000, 0.001, 0.000, 0.001, 0.000, 0.000, 0.000, 0.000, 0.000, 0.000, 0.000, 0.000, 0.000, 0.000, 0.000, 0.000, 0.000, 0.000, 0.000, 0.000, 0.033, -0.011, 0.016, -0.005, 0.000, 0.008, 0.710, 0.064, 0.090, 0.038, 0.082, -0.001, -0.003, -0.008, -0.001, -0.007, 0.001, 0.001, -0.001, 0.001, -0.006, 0.001, 0.002, 0.000, -0.003, -0.009, -0.003, 0.001, 0.001, 0.006], "multiplicity": 2, "energy_ev": -129972.8756, "homo_lumo_gap_ev": [7.28, 3.73], "homo_energy_ev": [-11.5, -11.5], "total_charge": 1}

=====

# 2
{"formula": "C27H32N10O5RhS3", "method": "the ωB97M-V functional and the def2-TZVPD basis", "symbols": ["Rh", "N", "C", "C", "C", "C", "C", "C", "N", "C", "C", "C", "S", "C", "N", "H", "H", "H", "H", "H", "H", "H", "N", "C", "N", "C", "C", "O", "C", "C", "H", "H", "H", "H", "H", "H", "H", "H", "S", "C", "N", "C", "C", "C", "N", "H", "H", "H", "H", "C", "C", "S", "O", "O", "C", "C", "N", "C", "N", "C", "C", "N", "O", "O", "C", "H", "H", "H", "H", "H", "H", "H", "H", "H", "H", "H", "H", "H"], "coordinates": [[-1.0956, -0.2959, -0.4435], [-1.5646, 3.6676, 0.3040], [-0.6242, 3.9249, -0.6866], [-0.0720, 5.1142, -1.1518], [0.8598, 4.9999, -2.1590], [1.2353, 3.7499, -2.6889], [0.6868, 2.5754, -2.2286], [-0.2596, 2.6826, -1.2107], [-0.9851, 1.7170, -0.5283], [-1.7391, 2.3427, 0.3609], [-2.5503, 1.5092, 1.2201], [-3.4241, 1.7400, 2.2287], [-4.0083, 0.2591, 2.8522], [-3.0278, -0.6150, 1.7903], [-2.3371, 0.1558, 0.9889], [-2.0075, 4.3582, 0.8903], [-0.3580, 6.0761, -0.7490], [1.3146, 5.8948, -2.5607], [1.9699, 3.7195, -3.4817], [0.9763, 1.6178, -2.6420], [-3.7576, 2.6833, 2.6313], [-2.9869, -1.6914, 1.7435], [-1.0865, -2.3249, -0.2564], [-0.6969, -3.4145, -0.3771], [-0.2895, -4.6254, -0.5106], [-0.8751, -5.5445, -1.5211], [-1.0021, -6.9235, -0.8925], [0.2419, -7.3438, -0.3845], [0.6755, -6.5235, 0.6770], [0.9374, -5.1124, 0.1767], [-0.2007, -5.5796, -2.3782], [-1.8425, -5.1541, -1.8335], [-1.3028, -7.6442, -1.6506], [-1.7570, -6.9110, -0.0963], [1.5985, -6.9522, 1.0620], [-0.0706, -6.5102, 1.4812], [1.7524, -5.1120, -0.5492], [1.1737, -4.4348, 0.9955], [-2.7299, -0.0932, -2.0662], [-3.9196, -1.3422, -1.9970], [-4.7111, -1.4425, -3.1019], [-5.7382, -2.3101, -3.1800], [-5.9873, -3.1291, -2.1136], [-5.1411, -2.9947, -1.0147], [-4.1358, -2.1215, -0.9489], [-4.5178, -0.8315, -3.8893], [-6.3102, -2.3061, -4.0982], [-6.7997, -3.8395, -2.1275], [-5.2884, -3.6166, -0.1391], [4.1650, 5.0245, -0.1406], [3.2853, 5.1135, 1.0980], [2.5282, 3.5746, 1.5291], [1.8000, 3.0360, 0.3904], [1.7878, 3.7402, 2.7603], [3.8837, 2.4329, 1.8393], [3.3888, 1.1680, 2.5496], [2.5372, 0.3824, 1.6309], [1.1896, 0.3283, 1.6915], [0.7135, -0.2460, 0.5812], [1.7882, -0.6266, -0.1836], [2.9077, -0.2466, 0.4666], [4.2659, -0.4502, 0.0161], [4.3869, -1.0802, -1.0077], [5.1581, 0.0156, 0.6925], [0.3834, 0.7921, 2.8502], [4.5300, 6.0201, -0.3860], [3.6032, 4.6452, -0.9931], [5.0370, 4.3913, 0.0210], [2.4318, 5.7801, 0.9549], [3.8198, 5.4445, 1.9897], [4.6543, 2.9149, 2.4413], [4.3026, 2.2087, 0.8606], [2.7698, 1.4334, 3.4024], [4.2251, 0.5699, 2.8911], [1.7175, -1.1254, -1.1369], [0.6473, 1.8089, 3.1480], [0.5396, 0.1291, 3.7040], [-0.6685, 0.7727, 2.5937]], "forces_ev_per_a": [[0.16, 0.06, -0.07], [0.09, 0.03, -0.04], [-0.17, -0.02, -0.14], [-0.02, -0.01, 0.02], [0.01, -0.01, 0.02], [-0.04, -0.04, -0.01], [-0.13, 0.04, -0.06], [-0.19, -0.09, -0.27], [-0.07, 0.01, 0.01], [0.05, 0.10, 0.04], [0.00, -0.02, 0.04], [-0.09, -0.03, -0.11], [0.14, -0.05, 0.14], [-0.13, -0.02, -0.15], [-0.03, 0.17, 0.15], [-0.01, -0.01, 0.01], [-0.03, 0.01, -0.01], [0.00, 0.02, -0.02], [0.00, 0.00, -0.01], [0.01, 0.00, 0.00], [-0.03, 0.01, -0.02], [-0.03, -0.01, -0.01], [0.00, 0.07, 0.00], [0.01, 0.02, -0.17], [0.00, -0.05, 0.08], [0.01, -0.01, 0.03], [0.00, 0.00, -0.02], [0.00, 0.00, 0.00], [0.00, 0.00, 0.00], [-0.01, -0.01, 0.00], [0.00, 0.00, 0.00], [0.00, 0.01, 0.01], [0.00, 0.00, 0.00], [-0.01, 0.00, 0.00], [0.00, 0.00, 0.00], [0.00, 0.00, 0.00], [0.00, 0.00, 0.00], [0.00, 0.00, 0.00], [0.01, 0.02, 0.00], [-0.05, 0.06, -0.05], [0.01, -0.06, 0.07], [0.00, 0.00, 0.00], [-0.01, -0.01, -0.02], [0.04, 0.08, 0.01], [-0.06, -0.11, -0.01], [0.01, 0.00, 0.00], [-0.01, -0.01, 0.01], [0.00, 0.00, -0.01], [0.00, 0.00, 0.01], [0.01, 0.03, 0.01], [0.08, -0.05, -0.07], [-0.03, -0.24, 0.22], [0.44, 0.02, 0.41], [0.00, -0.02, -0.02], [0.00, 0.02, 0.00], [-0.17, 0.33, -0.28], [-0.18, -0.28, 0.33], [0.05, 0.20, -0.24], [0.09, -0.25, 0.27], [-0.05, 0.07, -0.01], [0.10, 0.19, -0.14], [0.04, -0.09, -0.01], [-0.05, 0.01, -0.02], [0.01, -0.04, 0.01], [0.10, 0.10, 0.02], [0.01, 0.00, -0.01], [0.00, -0.02, 0.01], [0.00, 0.01, 0.00], [-0.02, -0.01, 0.00], [0.00, 0.00, 0.00], [-0.11, 0.09, 0.07], [0.11, -0.03, 0.08], [0.04, -0.01, 0.05], [0.04, -0.06, -0.08], [-0.01, -0.05, 0.02], [0.01, -0.03, -0.07], [0.02, 0.01, -0.02], [0.02, -0.05, 0.05]], "lowdin_charge": [0.959, 0.238, -0.174, 0.013, -0.046, -0.049, -0.010, -0.227, -0.009, -0.251, -0.291, -0.258, 1.184, -0.403, -0.152, 0.192, 0.131, 0.126, 0.124, 0.117, 0.108, 0.094, 0.070, -0.192, -0.052, -0.070, -0.176, -0.095, -0.171, -0.070, 0.143, 0.129, 0.144, 0.135, 0.145, 0.137, 0.142, 0.134, 0.755, -0.709, 0.098, 0.017, 0.017, -0.047, 0.084, 0.165, 0.160, 0.135, 0.134, -0.086, -0.276, 0.687, -0.304, -0.310, -0.183, -0.085, 0.073, -0.273, -0.016, -0.025, -0.122, -0.319, 0.139, 0.123, 0.048, 0.096, 0.066, 0.083, 0.111, 0.119, 0.134, 0.095, 0.124, 0.140, 0.132, 0.078, 0.118, 0.055], "energy_ev": -89144.9819, "de_lowest_kj_mol": 39.8, "homo_lumo_gap_ev": 6.36, "homo_energy_ev": -16.1, "total_charge": 3}